1.
The following is a DFT calculation (ωB97M-V/def2-TZVPD) of a 2-piece molecular cluster, C2H8N3 overall.

Positions of all 13 atoms, in Å:
C 2.480114 -0.642659 -0.806237
N 1.597034 0.249751 -0.897104
H 2.352987 -1.573208 -0.261115
H 3.475429 -0.551168 -1.223300
H 1.928642 1.056615 -1.416568
H 0.077514 -0.227500 -0.032457
N -1.772804 1.214834 1.095624
C -1.868868 -0.041396 0.659397
N -0.851687 -0.672443 0.150498
H -1.083209 1.787481 0.624798
H -2.636276 1.696066 1.299180
H -2.770118 -0.628294 0.793385
H -0.928760 -1.668079 0.013898

Cartesian forces, eV/Å:
0.872 -0.194 0.019
-0.372 -0.076 0.398
-0.542 -0.004 0.112
0.169 0.186 -0.267
-0.029 0.068 -0.095
-0.114 0.032 -0.355
-0.653 -0.285 -1.084
0.827 -0.237 0.396
-0.137 0.048 0.300
0.228 0.102 0.422
-0.006 0.012 0.161
-0.167 0.334 0.235
-0.077 0.013 -0.240

Properties
**Orbital gap**: 11.23 eV
**Energy**: -6667.4632 eV
**ΔE to the lowest compared entry with this formula, charge and spin**: 1.166 eV
**Total charge**: +1
**Lowest unoccupied orbital energy**: -3.52 eV

These are the Mulliken partial charges, in e, on atoms 1 to 4: atom 1 (C): -0.256, atom 2 (N): -0.502, atom 3 (H): 0.196, atom 4 (H): 0.258

=====

2.
The following is a DFT calculation (ωB97M-V/def2-TZVPD) of a 2-piece molecular cluster, C14H25B3Br4NO8 overall.

Positions of all 55 atoms, in Å:
C -0.857887 -0.853662 -4.132082
C -1.461168 -0.696941 -2.941434
C -1.078826 -1.461005 -1.668908
C -0.301489 -2.706881 -2.084691
C -0.116126 -3.782750 -0.996668
C 0.010464 -5.170601 -1.655410
Br 1.178592 -6.301368 -0.509654
O -0.399883 -0.515035 -0.899180
B -0.689850 -0.750578 0.565059
B 0.844163 -1.186489 1.213417
O 1.161394 -0.996683 2.588458
O 1.861560 -1.688523 0.401673
C 2.928720 -0.772055 0.198918
C -1.019776 0.704530 1.253203
Br -0.477451 2.334662 0.348235
C -1.628867 0.798270 2.407527
C -2.059772 -0.362436 3.239872
Br -2.033746 2.534331 3.223497
O -1.755748 -1.761747 0.479778
C -2.355977 -1.673200 -0.742049
Br -3.501689 -3.218823 -1.122577
O -3.084904 -0.456102 -0.744241
B -4.441138 -0.516468 -1.088211
O -5.422844 -0.637415 -0.115309
O -4.802569 -0.377997 -2.413109
H 0.215831 -0.770429 -4.261518
H -1.510078 -1.001913 -4.990071
H -2.254841 0.045984 -2.918037
H -0.721901 -3.194375 -2.963119
H 0.701067 -2.383540 -2.372828
H -0.920361 -3.838185 -0.268597
H 0.795841 -3.650152 -0.424520
H -0.939122 -5.690383 -1.713791
H 0.535955 -5.126168 -2.602716
H 1.004804 -1.825904 3.060037
H 3.743724 -1.313141 -0.291975
H 2.641789 0.024158 -0.491793
H 3.337466 -0.379230 1.132333
H -2.321172 -1.239597 2.655165
H -1.320080 -0.572943 4.014185
H -2.965298 -0.059719 3.772329
H -5.620378 0.263589 0.187516
H -4.196716 -0.941105 -2.920913
C 2.165026 4.170235 1.899156
C 3.497482 4.028117 1.205216
O 3.967869 2.947032 0.899962
N 4.183394 5.176170 0.919973
C 3.794671 6.543472 1.199792
H 1.737781 3.186489 2.059709
H 2.295742 4.655463 2.868768
H 1.475570 4.748475 1.283228
H 5.063388 5.012835 0.457477
H 3.737303 7.102223 0.262863
H 4.548082 7.010300 1.838767
H 2.831981 6.587207 1.697285

Cartesian forces, eV/Å:
-0.223 0.355 -0.185
-0.070 -0.820 -0.012
-0.411 2.299 -1.374
0.382 -0.679 1.164
0.252 -0.912 -0.213
0.401 0.449 0.785
-0.303 -0.093 -0.258
0.276 -0.414 0.373
1.530 0.623 -1.339
-0.147 -0.852 0.880
0.088 -0.259 -0.174
-0.140 0.672 0.148
0.745 -0.540 -0.355
-0.334 0.283 -0.843
-0.104 -0.775 -0.078
-0.285 0.586 0.584
-0.674 0.493 0.669
0.053 -0.479 0.107
-1.224 -1.215 0.616
2.114 2.033 0.879
0.044 -0.086 -0.054
-1.124 -1.246 -0.528
0.242 0.064 -0.151
0.037 1.085 -0.189
-0.150 -0.798 0.177
0.176 -1.674 0.040
0.276 1.638 -0.514
-1.015 -1.030 0.141
-0.378 0.249 -0.001
-0.047 0.190 -0.084
-0.065 0.172 -0.061
0.034 0.513 -0.044
0.024 -0.092 -0.232
-0.100 -0.104 -0.114
0.162 0.252 -0.012
-0.056 -0.074 0.048
-0.175 0.164 0.258
-0.242 0.192 0.008
0.349 -0.008 -0.140
0.128 -0.178 -0.124
-0.047 -0.149 0.020
-0.142 -0.450 0.330
0.041 0.620 -0.210
0.159 -0.042 0.079
0.010 -0.193 -0.036
0.037 0.046 0.026
-0.203 0.000 0.119
0.432 -0.185 -0.240
0.058 -0.025 -0.075
-0.082 0.112 -0.051
-0.051 0.044 0.115
-0.019 0.010 -0.004
-0.109 0.146 0.092
-0.129 0.148 0.047
-0.001 -0.065 -0.008

Properties
**Orbital gap**: 7.05 eV
**Energy**: -314998.8072 eV
**ΔE to the lowest compared entry with this formula, charge and spin**: 0.000 eV
**Total charge**: -1
**Lowest unoccupied orbital energy**: 2.44 eV

These are the Mulliken partial charges, in e, on atoms 1 to 4: atom 1 (C): -1.269, atom 2 (C): -1.038, atom 3 (C): 3.006, atom 4 (C): -1.910

=====

3.
The following is a DFT calculation (ωB97M-V/def2-TZVPD) of a 2-piece molecular cluster, C27H52BBrNO12S overall.

Positions of all 95 atoms, in Å:
C -4.485190 -4.528595 -3.184546
O -4.763860 -4.262939 -4.582965
C -4.152857 -3.013080 -4.997208
C -2.563795 -3.146793 -5.210879
C -1.689817 -2.737459 -3.915285
C -0.171333 -3.303466 -3.986936
C 0.233727 -4.203922 -2.704748
C 1.578612 -3.604729 -1.998715
C 1.093277 -2.380644 -1.090479
C 2.202164 -1.753669 -0.106043
C 1.280243 -1.001657 0.991720
C 1.459771 -1.263086 2.550176
C 0.303581 -2.146824 3.231324
O 0.300410 -3.496895 2.678786
C -1.079705 -3.816197 2.464147
O -1.892541 -3.890728 3.404990
C 1.489652 0.507624 0.390399
C 0.792500 1.731201 1.219006
C -0.688658 2.004950 0.660098
C -1.273901 3.336899 1.368254
C -1.589249 4.457913 0.251849
S -3.409907 4.573185 -0.090583
O -4.192797 4.572625 1.202128
O -3.717090 5.863064 -0.821438
O -3.864352 3.276836 -1.052591
N 2.934716 0.716780 -0.047919
C 3.785869 0.659963 1.208898
B 5.314996 1.198228 1.057210
O 5.742767 2.417108 1.690199
O 6.231935 0.421765 0.244477
C 3.139620 1.976658 -0.816383
C 1.961981 2.375995 -1.833848
O 1.647476 3.596610 -1.910124
O 1.275716 1.492699 -2.697163
C 3.237420 -0.631777 -0.707293
C 3.463761 -0.693777 -2.296413
C 4.561281 -1.839576 -2.646194
O 4.650578 -2.929563 -2.064997
Br 5.899489 -1.451846 -4.081796
H -5.172593 -5.337960 -2.741489
H -4.595895 -3.521839 -2.626986
H -3.378193 -4.845886 -3.123222
H -4.441094 -2.149428 -4.286420
H -4.642491 -2.738695 -6.006878
H -2.288185 -2.439064 -6.081406
H -2.343459 -4.202772 -5.587777
H -1.624717 -1.582233 -3.930141
H -2.218804 -3.008503 -2.941450
H 0.527353 -2.387782 -4.009688
H -0.110908 -3.938807 -4.930483
H -0.621277 -4.106321 -1.951936
H 0.395499 -5.305559 -2.967940
H 2.204758 -3.205962 -2.883857
H 2.184919 -4.399912 -1.454509
H 0.624526 -1.513608 -1.700444
H 0.219336 -2.786681 -0.450913
H 2.719085 -2.681433 0.334827
H 0.134005 -1.089279 0.858787
H 1.527581 -0.294534 3.165644
H 2.455585 -1.816241 2.730152
H -0.713020 -1.620083 3.195664
H 0.579984 -2.216152 4.351863
H -1.370261 -4.047647 1.370383
H 0.712426 0.418786 -0.463184
H 1.378723 2.707122 1.147741
H 0.683106 1.491631 2.334093
H -1.371265 1.131399 0.982494
H -0.681578 2.074847 -0.479428
H -2.233009 3.126678 1.961184
H -0.498751 3.732934 2.118383
H -0.963044 4.254533 -0.685143
H -1.283543 5.474875 0.683056
H -3.230731 2.534580 -0.877791
H 3.875277 -0.412302 1.631142
H 3.329436 1.266224 2.082751
H 5.161637 3.158286 1.415374
H 6.960258 1.029634 -0.025636
H 4.084354 1.974222 -1.482877
H 3.156494 2.850045 -0.062458
H 0.307285 1.696533 -2.619996
H 4.222552 -1.135523 -0.366759
H 3.892631 0.249983 -2.767736
H 2.537329 -0.971729 -2.902865
C -3.437786 4.884633 5.175643
C -2.989128 3.434503 5.257873
C -2.923987 2.955510 6.699354
O -1.700422 3.300954 4.654116
H -2.734169 5.541157 5.698162
H -3.469137 5.218494 4.134699
H -4.429486 5.016461 5.614776
H -3.680178 2.803602 4.691898
H -2.202761 3.545160 7.274466
H -2.589240 1.915465 6.743894
H -3.900232 3.029463 7.184246
H -1.081284 3.855343 5.147633

Cartesian forces, eV/Å:
0.779 0.496 0.016
0.312 0.957 0.938
-0.015 0.177 -0.971
-0.351 0.632 0.012
0.211 0.654 -0.710
-0.729 -0.093 0.650
0.502 0.519 0.215
-1.062 0.637 -1.475
0.123 -0.222 -0.218
-2.382 -0.668 0.479
0.099 1.957 0.047
0.815 -0.516 0.471
1.413 1.261 1.406
-2.759 1.160 -0.839
-1.702 -1.111 2.645
3.034 0.538 -3.736
-3.895 0.370 1.313
0.006 -0.256 -0.062
-0.161 -0.219 1.361
-0.134 -0.051 -0.631
1.142 -0.497 0.919
-3.934 4.872 1.279
2.809 -1.449 -3.120
1.700 -4.355 1.005
1.815 0.739 1.282
-0.460 -2.206 0.777
0.777 0.378 2.630
2.032 0.245 -1.003
-1.081 -1.602 -1.938
-1.675 2.554 1.442
-0.214 1.283 -1.520
-2.272 4.271 -1.051
1.544 -4.705 0.965
0.864 0.161 2.319
1.430 -4.022 -1.489
0.430 -0.135 -0.951
0.019 -2.798 2.088
-0.544 4.327 -1.942
-1.154 0.059 0.885
1.020 1.337 -1.003
0.034 -1.662 -0.439
-1.667 0.210 0.295
0.592 -1.309 -0.761
0.784 -0.655 1.567
-0.289 -1.078 1.386
-0.306 1.311 0.725
-0.208 -1.717 0.125
0.780 0.167 -1.346
-0.871 -1.540 -0.323
0.320 1.062 1.156
1.125 -0.469 -0.917
-0.342 1.618 0.301
-0.717 -0.794 1.545
-0.895 1.216 -0.451
0.714 -1.471 0.592
1.586 0.647 -0.779
-0.287 1.788 -0.537
1.895 -0.374 -0.327
-0.192 -1.307 -0.979
-1.473 0.758 -0.200
1.370 -0.882 -0.260
-0.514 0.080 -1.749
0.711 0.289 1.563
2.370 0.287 0.422
-0.664 -1.258 0.012
0.332 0.288 -1.580
1.148 1.125 -0.737
-0.041 0.025 1.416
1.521 0.281 -0.804
-1.267 -0.495 -1.182
-1.225 0.500 1.078
-0.958 -1.276 -0.893
-0.800 0.660 -0.098
-0.536 1.611 -1.034
0.257 -0.793 -1.723
0.435 -0.474 0.730
-0.322 -0.804 0.454
-1.241 -0.238 1.507
0.037 -1.455 -1.406
1.193 0.217 -0.435
-1.261 1.937 -0.075
-0.660 -1.105 0.817
1.139 0.422 0.927
-0.109 0.097 -0.295
0.029 0.510 0.597
-0.018 -0.311 0.038
0.302 -0.247 -0.393
-0.049 -0.111 0.128
-0.102 -0.090 0.064
0.090 0.026 -0.030
0.228 0.003 -0.098
-0.110 0.104 -0.053
-0.102 0.057 -0.025
0.094 0.007 -0.007
-0.211 -0.070 0.005

Properties
**Orbital gap**: 8.12 eV
**Energy**: -136443.8389 eV
**Total charge**: +1
**Lowest unoccupied orbital energy**: -3.35 eV

These are the Mulliken partial charges, in e, on atoms 1 to 4: atom 1 (C): -0.434, atom 2 (O): -0.404, atom 3 (C): -0.476, atom 4 (C): -0.685

=====

4.
The following is a DFT calculation (ωB97M-V/def2-TZVPD) of a 10-piece molecular cluster, C10H40N20O10 overall.

Positions of all 80 atoms, in Å:
C -40.322276 19.023997 -10.224784
O -39.971838 20.179642 -10.026699
N -41.595571 18.753706 -10.295724
N -39.554698 18.018184 -10.484710
H -42.047213 17.851827 -10.348085
H -42.198263 19.504529 -9.990574
H -39.990515 17.108610 -10.431483
H -38.548142 18.015867 -10.401309
C -40.306867 24.258023 -7.942381
O -39.093170 24.231856 -8.123143
N -40.942388 25.273933 -7.628444
N -41.082630 23.249430 -8.105613
H -40.527899 26.187574 -7.512053
H -41.654732 24.947188 -6.991331
H -40.606811 22.379085 -8.295856
H -42.068609 23.393349 -7.940593
C -34.076299 24.851189 -9.084027
O -33.306345 24.911542 -8.198058
N -33.711703 24.578143 -10.297911
N -35.374749 24.941452 -8.891311
H -32.821203 24.123468 -10.440702
H -34.401501 24.528653 -11.033996
H -36.004819 24.563857 -9.584514
H -35.688454 25.038020 -7.936137
C -35.962881 24.161684 -16.231242
O -34.967377 23.447573 -16.024353
N -37.129943 23.875067 -15.966169
N -35.922099 25.399271 -16.639923
H -37.769315 24.619850 -16.204067
H -37.355583 22.910040 -15.771461
H -36.679153 26.061103 -16.734516
H -35.012855 25.716455 -16.944479
C -39.580799 19.459054 -6.581953
O -40.507135 20.249661 -6.463490
N -39.610829 18.280305 -6.063841
N -38.457914 19.815192 -7.238460
H -40.295703 18.058459 -5.355442
H -38.878041 17.588055 -6.126440
H -38.508923 20.681968 -7.754406
H -37.638209 19.248958 -7.404506
C -41.182837 22.736610 -12.575357
O -41.432915 23.297517 -13.654908
N -40.344951 21.729619 -12.557512
N -41.528928 23.035651 -11.334053
H -40.099444 21.291913 -11.681015
H -39.958090 21.441419 -13.444850
H -42.051484 23.879258 -11.145982
H -41.037126 22.602878 -10.565329
C -34.737430 27.001203 -13.639657
O -33.601922 27.031335 -13.288352
N -35.239746 27.948719 -14.400670
N -35.691309 26.271877 -13.135739
H -36.232949 28.107936 -14.309588
H -34.722936 28.795577 -14.589967
H -35.557616 25.506578 -12.490336
H -36.643860 26.482809 -13.396992
C -38.101423 18.322629 -14.065610
O -37.506693 18.357497 -15.140427
N -39.205020 17.665537 -13.735504
N -37.665724 18.911455 -13.003778
H -39.494872 17.115194 -14.531245
H -39.575487 17.592663 -12.798730
H -36.853369 19.495652 -12.866325
H -38.483295 19.152532 -12.461968
C -34.260774 20.296985 -14.409526
O -34.656641 20.360504 -13.295025
N -34.957397 19.746894 -15.349723
N -33.125525 20.857204 -14.773097
H -34.560660 19.746909 -16.278542
H -35.769638 19.197483 -15.107864
H -32.501350 21.142256 -14.031979
H -33.016824 20.934504 -15.774242
C -37.039516 22.828985 -11.464685
O -36.292991 23.764571 -11.485771
N -37.408246 22.115423 -12.521152
N -37.845554 22.425685 -10.475002
H -38.307171 21.657646 -12.570743
H -36.692937 21.956759 -13.216320
H -38.489091 21.649261 -10.530848
H -37.747143 23.063560 -9.698122

Cartesian forces, eV/Å:
-0.646 1.092 0.042
1.425 2.402 0.196
-3.822 0.405 0.284
2.753 -2.544 -0.790
0.509 -0.420 -0.032
0.033 -0.032 -0.065
-0.075 -0.804 0.009
-0.028 0.351 0.256
6.628 -2.706 -2.229
1.036 -0.286 -0.436
-4.805 7.231 3.011
-1.815 -4.095 -0.793
0.131 -0.495 0.256
-0.501 1.553 0.194
-0.782 -0.501 0.400
0.249 -1.003 -0.341
-1.146 -0.822 -0.078
3.582 0.645 4.142
1.088 -0.690 -4.335
-3.437 0.662 0.524
-0.237 0.425 0.026
0.318 -0.368 0.178
-0.005 0.163 0.085
0.057 -0.042 -0.340
6.918 -0.821 0.499
-0.382 0.299 -0.766
-7.956 -3.110 1.739
2.868 4.595 -2.330
-0.894 -1.261 0.403
-0.515 0.409 0.144
0.217 -0.472 0.089
-0.226 0.239 0.238
0.068 3.101 -1.095
-0.692 0.567 0.013
-0.016 -4.589 2.347
1.147 0.677 -0.809
-0.121 0.334 -0.436
0.028 0.397 -0.336
-0.022 -0.255 0.081
-0.435 -0.132 0.134
0.525 1.357 -2.587
-0.840 0.211 1.233
1.918 -2.725 -0.662
-1.765 1.633 1.918
-0.137 -0.626 -0.191
-0.322 -0.153 0.247
0.187 -0.246 -0.067
-0.250 0.206 -0.091
0.518 1.101 1.727
3.322 -0.935 0.343
-2.021 3.370 -3.367
-2.726 -2.759 1.262
0.244 0.154 -0.263
0.241 -0.475 0.228
0.037 0.047 -0.267
0.263 -0.535 0.212
1.417 -0.423 -1.500
-0.430 -0.730 -0.816
-1.771 -1.578 -2.659
0.850 3.036 4.281
-0.852 -0.255 0.655
0.020 -0.298 -0.214
0.220 -0.005 -0.676
0.747 0.250 0.992
0.460 0.845 -0.160
-1.583 -0.149 4.847
-1.191 -1.423 -3.213
2.010 0.435 -1.074
-0.597 -0.415 0.119
-0.386 -0.056 -0.413
-0.066 0.328 -0.714
0.989 0.538 0.555
-3.507 -1.911 -0.515
2.103 1.758 0.660
1.227 -1.109 -3.491
0.874 1.797 2.590
0.780 0.185 0.094
-0.274 -0.050 -0.293
0.333 0.052 0.477
-1.065 -0.547 0.715

Properties
**2S+1**: 2
**Orbital gap (alpha / beta)**: 2.42 / 8.92 eV
**Energy**: -61301.6572 eV
**ΔE to the lowest compared entry with this formula, charge and spin**: 0.876 eV
**Total charge**: -1
**Lowest unoccupied orbital energy (alpha / beta)**: 2.06 / 2.05 eV

These are the Mulliken partial charges, in e, on atoms 1 to 4: atom 1 (C): -8.552, atom 2 (O): 3.601, atom 3 (N): 0.854, atom 4 (N): 0.729